#P
Below is one molecule with the formula C5H8N4, with properties calculated with ωB97M-V/def2-TZVPD.

XYZ file:
```
17
Properties=species:S:1:pos:R:3:lowdin_charge:R:1
C -3.17514 -0.03941 0.23908 -0.389
C -0.89633 0.77875 -0.79221 -0.104
C 0.14450 1.33161 0.38020 -0.264
C -0.06138 -1.42430 -0.34734 -0.127
C 0.91656 -0.76179 0.75655 -0.184
N -4.07828 0.70921 0.49089 0.137
N -2.35600 -0.98040 -0.08168 0.103
N -1.14774 -0.56252 -0.50195 -0.221
N 1.26529 0.58911 0.30592 0.019
H -1.82772 1.33725 -0.74156 0.101
H -0.32370 0.97233 -1.75956 0.151
H 0.25007 2.36852 0.05517 0.106
H -0.51857 1.32445 1.30384 0.136
H 0.56700 -1.42565 -1.29215 0.139
H -0.65522 -2.39355 -0.10058 0.158
H 0.33334 -0.69597 1.72038 0.123
H 1.82259 -1.42426 0.77146 0.116
```

The total charge is 0. The lowest unoccupied orbital energy (spin up / spin down) comes out at -1.1 / -1.2 eV. The value obtained for the HOMO energy (spin up / spin down) is -8.59 / -9.09 eV. The gap between HOMO and LUMO (spin up / spin down) is 7.4 / 7.9 eV.

=====

#Q
Below is a 2-piece molecular cluster, C5H8N4 overall, with properties calculated with ωB97M-V/def2-TZVPD.

XYZ file:
```
17
Properties=species:S:1:pos:R:3:lowdin_charge:R:1
C 1.65600 -0.63603 -0.05094 -0.123
C -1.23918 -1.77191 0.45839 -0.150
C -1.37826 -1.04844 -0.86124 -0.149
C -0.64423 -0.44753 0.25832 -0.049
C 2.01377 1.86210 0.02313 -0.036
N 2.41830 -1.67904 -0.20621 -0.004
N 3.64711 -1.18502 -0.34140 -0.074
N 3.66269 0.08672 -0.27773 0.013
N 2.40150 0.48949 -0.08981 -0.191
H -2.09388 -1.85937 1.11785 0.103
H -0.58336 -2.62995 0.48725 0.104
H -0.83080 -1.43942 -1.70514 0.104
H -2.33223 -0.61062 -1.13090 0.102
H -0.75603 0.47998 0.77509 0.085
H 1.52855 2.03929 0.98450 0.086
H 2.91311 2.47056 -0.04883 0.088
H 1.32504 2.12651 -0.78098 0.090
```

The total charge is 0. The lowest unoccupied orbital energy comes out at -0.1 eV. The value obtained for the HOMO energy is -10.14 eV. The gap between HOMO and LUMO is 10.1 eV.

=====

The data favor #P; the next most stable structure lies 42.5 kJ/mol above it.